Run one
{"formula": "C4H4O2S", "method": "the ωB97M-V functional and the def2-TZVPD basis", "gap_ev": [8.86, 8.86], "molar_mass_g_mol": 116.14, "species": ["C", "C", "C", "C", "O", "O", "S", "H", "H", "H", "H"], "coordinates": [[2.625, 2.108, 0.025], [1.923, 1.144, 0.096], [-2.199, -0.795, -0.159], [-1.137, -0.109, 0.189], [0.818, -1.661, 1.158], [0.644, -1.463, -1.313], [0.521, -0.880, -0.009], [3.235, 2.970, 0.035], [-3.200, -0.406, -0.056], [-2.117, -1.788, -0.568], [-1.114, 0.882, 0.604]]}

Run two
{"formula": "C4H4O2S", "method": "the ωB97M-V functional and the def2-TZVPD basis", "gap_ev": 7.90, "molar_mass_g_mol": 116.14, "species": ["O", "C", "C", "O", "C", "C", "S", "H", "H", "H", "H"], "coordinates": [[2.138, -1.831, 0.158], [1.917, -0.551, -0.322], [0.858, 0.339, 0.387], [0.420, 1.457, -0.234], [-0.506, 0.291, -0.213], [-1.886, 0.243, 0.289], [-3.096, -0.868, -0.138], [2.123, -0.337, -1.338], [0.813, 0.378, 1.520], [-0.496, 0.153, -1.245], [-2.284, 0.725, 1.138]]}

On energetic grounds, run two is preferred over the next structure by 33.9 kcal/mol.

Run one
{"formula": "CH3Cl2PS", "method": "the ωB97M-V functional and the def2-TZVPD basis", "gap_ev": 8.07, "molar_mass_g_mol": 148.98, "species": ["C", "P", "S", "Cl", "Cl", "H", "H", "H"], "coordinates": [[0.408, -0.158, 0.161], [2.920, 0.714, -0.507], [1.683, 0.834, 1.067], [4.535, 1.546, 0.228], [3.984, -1.780, -0.386], [0.824, -1.151, -0.005], [0.055, 0.334, -0.700], [-0.362, -0.324, 0.784]]}

Run two
{"formula": "CH3Cl2PS", "method": "the ωB97M-V functional and the def2-TZVPD basis", "gap_ev": 9.49, "molar_mass_g_mol": 148.98, "species": ["C", "S", "P", "Cl", "Cl", "H", "H", "H"], "coordinates": [[-0.825, -0.884, -0.429], [0.281, 0.258, -1.227], [1.717, 0.845, 0.395], [1.433, 2.874, 0.191], [0.605, 0.406, 1.936], [-1.345, -1.316, -1.179], [-1.577, -0.401, 0.217], [-0.289, -1.781, 0.096]]}

On energetic grounds, run two is preferred over the next structure by 19.1 kcal/mol.